--- i ---
Computed, not measured: a molecular structure, C24H42As2N5O2Pd, with the ωB97M-V functional and the def2-TZVPD basis.

```
76
C24H42As2N5O2Pd (the ωB97M-V functional and the def2-TZVPD basis)
Pd -0.521 -0.826 -0.094
C -3.571 1.392 0.222
As -2.313 0.295 1.231
C -2.273 1.284 2.910
C -3.394 -1.254 1.765
C -4.723 -1.069 2.137
C -5.503 -2.142 2.538
C -4.955 -3.416 2.576
C -3.631 -3.605 2.216
C -2.843 -2.533 1.804
As -0.956 -2.813 1.336
C -0.950 -4.573 0.487
C -0.273 -3.306 3.096
H -4.318 1.836 0.876
H -4.052 0.792 -0.547
H -2.999 2.186 -0.257
H -3.286 1.344 3.304
H -1.879 2.279 2.712
H -1.629 0.783 3.630
H -5.158 -0.077 2.107
H -6.536 -1.983 2.819
H -5.558 -4.259 2.886
H -3.206 -4.602 2.248
H -1.624 -4.581 -0.368
H -1.233 -5.354 1.189
H 0.066 -4.770 0.142
H -0.924 -4.065 3.526
H -0.250 -2.432 3.745
H 0.736 -3.693 2.982
C 2.876 -2.226 -3.780
C 3.092 -1.409 -2.502
C 3.853 -0.125 -2.824
C 3.876 -2.227 -1.477
N 1.811 -0.958 -1.914
N 0.989 -1.977 -1.360
H 3.833 -2.553 -4.189
H 2.367 -1.630 -4.541
H 2.281 -3.122 -3.583
H 4.833 -0.361 -3.238
H 3.984 0.466 -1.917
H 3.310 0.479 -3.556
H 4.915 -2.313 -1.795
H 3.483 -3.241 -1.375
H 3.855 -1.742 -0.502
H 1.265 -0.495 -2.630
H 1.503 -2.413 -0.597
H 0.720 -2.678 -2.045
O 2.153 -2.060 1.454
C 2.038 -0.858 1.691
C 2.869 -0.059 2.688
C 2.251 1.339 2.635
C 1.123 1.200 1.616
O 0.299 2.061 1.322
N 1.143 -0.049 1.076
H 3.911 -0.075 2.367
H 2.823 -0.527 3.671
H 2.955 2.098 2.293
H 1.851 1.679 3.590
N -0.859 0.522 -1.810
C -0.495 1.611 -1.987
N -0.088 2.829 -2.180
C 1.177 3.283 -1.583
C 0.927 4.479 -0.671
C 0.048 5.555 -1.356
C -0.297 5.183 -2.800
C -0.958 3.814 -2.852
H 1.874 3.540 -2.384
H 1.599 2.456 -1.015
H 1.895 4.893 -0.388
H 0.449 4.118 0.239
H 0.552 6.521 -1.345
H -0.883 5.676 -0.799
H 0.600 5.190 -3.422
H -0.988 5.912 -3.222
H -1.137 3.503 -3.883
H -1.923 3.853 -2.339
```

The charge is +1. As for the HOMO energy (spin up / spin down): -10.53 / -10.32 eV.

--- ii ---
Computed, not measured: a molecular structure, C24H42As2N5O2Pd, with the ωB97M-V functional and the def2-TZVPD basis.

```
76
C24H42As2N5O2Pd (the ωB97M-V functional and the def2-TZVPD basis)
Pd -0.869 -0.964 -0.285
C -2.160 -2.431 2.893
As -0.978 -1.157 2.062
C -1.435 0.482 2.986
C 0.778 -1.601 2.749
C 0.860 -2.156 4.026
C 2.090 -2.486 4.570
C 3.246 -2.261 3.838
C 3.167 -1.701 2.573
C 1.939 -1.362 2.009
As 1.846 -0.537 0.231
C 3.486 -1.205 -0.572
C 2.459 1.252 0.763
H -2.208 -2.241 3.964
H -1.788 -3.438 2.714
H -3.144 -2.334 2.442
H -1.371 0.320 4.061
H -2.450 0.767 2.713
H -0.739 1.269 2.699
H -0.037 -2.342 4.604
H 2.144 -2.923 5.558
H 4.211 -2.522 4.253
H 4.079 -1.531 2.015
H 3.480 -2.292 -0.520
H 4.372 -0.799 -0.088
H 3.481 -0.913 -1.621
H 3.405 1.211 1.300
H 1.706 1.716 1.402
H 2.581 1.856 -0.137
C -1.496 0.034 -5.029
C -0.099 0.204 -4.426
C 0.447 1.586 -4.765
C 0.845 -0.875 -4.948
N -0.108 0.153 -2.946
N -0.663 -1.039 -2.394
H -1.460 0.180 -6.108
H -2.193 0.768 -4.616
H -1.903 -0.966 -4.863
H 0.517 1.713 -5.845
H 1.439 1.720 -4.332
H -0.210 2.371 -4.380
H 0.952 -0.786 -6.029
H 0.469 -1.879 -4.744
H 1.830 -0.772 -4.491
H -0.668 0.918 -2.585
H 0.016 -1.789 -2.509
H -1.537 -1.311 -2.844
O 1.114 -3.299 -1.207
C 0.052 -3.749 -0.814
C -0.334 -5.214 -0.783
C -1.809 -5.201 -0.393
C -2.129 -3.734 -0.154
O -3.211 -3.293 0.153
N -0.988 -2.981 -0.346
H 0.304 -5.725 -0.061
H -0.132 -5.655 -1.758
H -2.035 -5.760 0.514
H -2.470 -5.578 -1.173
N -1.273 1.104 -0.259
C -1.221 2.214 0.067
N -1.172 3.458 0.440
C 0.035 4.269 0.192
C 0.528 4.868 1.502
C -0.630 5.462 2.336
C -1.946 5.484 1.560
C -2.336 4.086 1.108
H -0.213 5.045 -0.535
H 0.785 3.622 -0.258
H 1.274 5.628 1.269
H 1.041 4.092 2.073
H -0.383 6.472 2.660
H -0.771 4.873 3.245
H -1.871 6.150 0.697
H -2.751 5.874 2.182
H -3.183 4.108 0.421
H -2.607 3.474 1.972
```

The charge is +1. As for the HOMO energy: -10.30 eV.

Energy ordering: ii at the bottom, the next structure 0.0291 hartree above.